Record 1
ORCA calculation (the ωB97M-V functional and the def2-TZVPD basis) on C40H34N6O6S4Ta as an isolated structure at a distorted geometry.

Each line ends with the Mulliken charge.
CARTESIAN COORDINATES (ANGSTROEM)
Ta (-0.401, -0.832, -0.567)  1.369
S (0.990, 0.333, 6.686)  -0.157
C (2.032, 1.660, 6.870)  -0.350
C (2.384, 2.211, 5.672)  -0.687
C (1.796, 1.543, 4.582)  -0.165
C (0.999, 0.484, 4.958)  0.323
C (0.247, -0.431, 4.120)  0.252
C (0.261, -0.310, 2.721)  0.092
N (-0.395, -1.112, 1.893)  0.517
C (-1.164, -2.094, 2.407)  -0.375
C (-1.260, -2.299, 3.795)  0.425
C (-2.121, -3.332, 4.293)  -1.197
C (-2.840, -4.098, 3.447)  -1.275
C (-2.752, -3.907, 2.028)  0.438
C (-3.486, -4.675, 1.125)  -0.447
C (-3.385, -4.454, -0.247)  0.544
C (-2.499, -3.439, -0.649)  -0.139
N (-1.794, -2.687, 0.190)  -0.002
C (-1.910, -2.904, 1.519)  -0.258
C (-4.156, -5.201, -1.219)  0.175
C (-4.163, -5.094, -2.593)  -0.248
C (-5.080, -5.960, -3.213)  -0.598
C (-5.771, -6.720, -2.313)  -0.359
S (-5.315, -6.393, -0.712)  -0.161
C (-0.529, -1.465, 4.639)  -0.583
H (2.335, 1.973, 7.857)  0.478
H (3.040, 3.064, 5.580)  0.428
H (1.955, 1.845, 3.555)  0.302
H (0.821, 0.491, 2.263)  -0.051
H (-2.189, -3.468, 5.364)  0.505
H (-3.501, -4.868, 3.821)  0.494
H (-4.137, -5.454, 1.502)  0.518
H (-2.357, -3.255, -1.702)  0.120
H (-3.524, -4.423, -3.150)  0.430
H (-5.227, -6.028, -4.281)  0.406
H (-6.530, -7.460, -2.513)  0.478
H (-0.580, -1.623, 5.709)  0.538
C (-0.937, 1.447, -6.095)  -1.098
N (-0.862, 0.416, -5.050)  0.118
C (-0.736, -0.886, -5.390)  -0.130
C (-0.608, -1.882, -4.470)  -1.043
C (-0.662, -1.474, -3.131)  1.325
O (-0.518, -2.226, -2.078)  -0.824
N (-0.898, -0.202, -2.801)  0.308
C (-0.903, 0.805, -3.715)  0.178
O (-0.952, 1.985, -3.384)  -0.972
H (-0.021, 1.449, -6.685)  0.399
H (-1.068, 2.413, -5.623)  0.307
H (-1.784, 1.250, -6.750)  0.390
H (-0.720, -1.099, -6.452)  0.522
H (-0.447, -2.912, -4.746)  0.653
S (-2.584, 0.405, -0.194)  -0.308
C (-2.290, 2.138, -0.044)  0.999
N (-1.584, 2.819, -0.958)  0.498
C (-1.378, 4.141, -0.867)  0.048
C (-1.911, 4.865, 0.173)  -0.879
C (-2.688, 4.197, 1.114)  -0.260
C (-2.868, 2.826, 1.012)  -0.873
H (-1.277, 2.374, -1.854)  -0.200
H (-0.783, 4.590, -1.650)  0.441
H (-1.747, 5.930, 0.236)  0.471
H (-3.143, 4.743, 1.930)  0.456
H (-3.458, 2.281, 1.736)  0.503
C (4.465, 4.557, -4.979)  -1.598
C (4.080, 3.247, -4.365)  0.854
C (2.957, 2.546, -4.813)  -1.049
C (2.606, 1.336, -4.250)  -0.240
C (3.387, 0.816, -3.227)  0.021
C (4.530, 1.466, -2.786)  -0.405
C (4.864, 2.679, -3.360)  -0.918
S (2.885, -0.716, -2.540)  0.951
O (2.973, -1.773, -3.486)  -0.720
O (1.525, -0.543, -1.954)  0.138
N (3.866, -0.980, -1.246)  -0.356
C (3.353, -0.662, 0.088)  -0.691
C (2.999, 0.821, 0.278)  -0.286
C (1.681, 1.276, -0.318)  0.224
O (1.538, 2.221, -1.031)  -0.437
O (0.591, 0.577, 0.129)  -0.194
H (3.600, 5.081, -5.380)  0.396
H (5.159, 4.387, -5.805)  0.337
H (4.974, 5.197, -4.261)  0.407
H (2.364, 2.955, -5.622)  0.456
H (1.748, 0.776, -4.601)  0.490
H (5.165, 1.019, -2.034)  0.630
H (5.757, 3.197, -3.032)  0.473
H (4.347, -1.872, -1.316)  0.342
H (4.141, -0.916, 0.793)  0.657
H (2.479, -1.286, 0.336)  0.090
H (3.779, 1.457, -0.129)  0.398
H (2.938, 1.005, 1.355)  0.216

total charge = +3

Record 2
ORCA calculation (the ωB97M-V functional and the def2-TZVPD basis) on one molecule with the formula C4H2 at a distorted geometry.

Each line ends with the Mulliken charge.
CARTESIAN COORDINATES (ANGSTROEM)
C (1.903, -0.338, 0.039)  -0.409
C (0.896, 0.429, -0.068)  0.085
C (-0.234, -0.508, 0.022)  -0.056
C (-0.725, 0.659, -0.013)  -0.358
H (-0.385, -1.625, -0.021)  0.327
H (-1.454, 1.383, 0.042)  0.411

Record 3
ORCA calculation (the ωB97M-V functional and the def2-TZVPD basis) on C19H24N5O9S2Ti as an isolated structure.

Each line ends with the Mulliken charge.
CARTESIAN COORDINATES (ANGSTROEM)
Ti (0.409, 0.183, 0.477)  0.203
C (4.352, 2.498, 1.552)  -1.719
C (3.310, 1.788, 0.769)  0.805
N (2.547, 0.896, 1.270)  0.746
N (2.734, 0.592, 2.600)  -0.768
C (2.334, -0.653, 2.947)  0.551
N (2.395, -0.993, 4.227)  -0.385
S (1.796, -1.724, 1.766)  -0.454
C (3.101, 2.000, -0.678)  0.661
C (3.721, 3.020, -1.383)  -1.112
C (3.544, 3.083, -2.760)  -0.627
C (2.782, 2.111, -3.373)  -1.271
C (2.171, 1.149, -2.580)  -0.105
N (2.294, 1.097, -1.262)  0.481
H (3.884, 3.248, 2.193)  0.350
H (5.074, 2.995, 0.911)  0.470
H (4.878, 1.787, 2.190)  0.367
H (2.574, 1.370, 3.234)  0.348
H (2.780, -0.381, 4.929)  0.223
H (2.043, -1.890, 4.515)  0.231
H (4.327, 3.758, -0.879)  0.392
H (4.006, 3.871, -3.336)  0.464
H (2.642, 2.097, -4.443)  0.474
H (1.544, 0.393, -3.030)  0.455
O (-1.750, 0.297, 0.249)  -0.575
C (-1.822, -0.921, 0.534)  1.527
O (-0.691, -1.497, 0.705)  -0.546
C (-3.081, -1.669, 0.675)  -0.075
C (-4.297, -0.993, 0.557)  -0.428
C (-5.483, -1.693, 0.698)  -0.648
C (-5.412, -3.054, 0.953)  -0.013
C (-4.218, -3.744, 1.078)  -0.584
C (-3.037, -3.036, 0.938)  -0.482
N (-6.676, -3.812, 1.103)  1.009
O (-7.708, -3.180, 1.038)  -0.591
O (-6.582, -4.999, 1.329)  -0.595
H (-4.301, 0.071, 0.368)  0.543
H (-6.444, -1.209, 0.621)  0.510
H (-4.230, -4.803, 1.281)  0.509
H (-2.084, -3.535, 1.036)  0.523
C (1.236, -2.337, -1.600)  -1.149
C (0.039, -1.601, -2.161)  -0.324
O (-0.049, -0.237, -1.668)  0.316
C (-1.030, 0.485, -2.478)  -0.412
C (-1.100, 1.967, -2.214)  -1.192
H (1.476, -3.181, -2.246)  0.485
H (1.040, -2.734, -0.610)  0.182
H (2.113, -1.689, -1.568)  0.176
H (-0.897, -2.113, -1.914)  0.356
H (0.104, -1.531, -3.251)  0.602
H (-2.002, 0.008, -2.321)  0.364
H (-0.730, 0.305, -3.516)  0.518
H (-1.508, 2.201, -1.238)  0.233
H (-1.767, 2.384, -2.970)  0.522
H (-0.132, 2.453, -2.324)  0.210
O (-0.025, 0.807, 2.207)  -0.305
S (-0.082, 2.352, 1.884)  1.270
O (-1.394, 2.858, 2.049)  -0.648
O (0.251, 2.099, 0.382)  -0.399
O (1.026, 2.983, 2.535)  -0.670

total charge = +1

Record 4
ORCA calculation (the ωB97M-V functional and the def2-TZVPD basis) on a 6-piece molecular cluster, C22H38N2O12 overall at a distorted geometry.

Each line ends with the Mulliken charge.
CARTESIAN COORDINATES (ANGSTROEM)
C (5.033, 1.748, -3.202)  -1.612
C (3.789, 2.003, -2.357)  1.330
C (4.034, 2.106, -0.847)  0.488
O (3.997, 3.545, -0.603)  -0.326
C (3.513, 4.119, -1.634)  0.653
O (3.198, 5.298, -1.678)  -0.640
O (3.312, 3.311, -2.687)  -0.374
H (5.786, 2.345, -2.753)  0.418
H (4.932, 1.973, -4.301)  0.307
H (5.399, 0.775, -3.248)  0.445
H (2.994, 1.318, -2.614)  -0.568
H (5.039, 1.644, -0.605)  0.333
H (3.256, 1.564, -0.360)  -0.411
C (-0.545, -4.211, 1.883)  -1.699
C (-1.933, -4.049, 2.413)  0.692
C (-2.013, -4.398, 3.883)  -0.692
O (-2.488, -3.298, 4.562)  -0.324
C (-2.670, -2.390, 3.708)  0.606
O (-3.144, -1.280, 3.996)  -0.588
O (-2.316, -2.704, 2.474)  -0.065
H (-0.404, -5.256, 1.710)  0.569
H (0.325, -3.920, 2.526)  0.423
H (-0.372, -3.808, 0.916)  0.234
H (-2.718, -4.658, 1.839)  0.186
H (-1.069, -4.882, 4.192)  0.340
H (-2.630, -5.280, 4.040)  0.347
C (0.193, 4.769, -0.278)  -0.856
O (0.726, 3.469, -0.534)  -0.060
C (0.081, 2.732, -1.375)  0.078
O (-1.216, 2.976, -1.817)  -0.646
O (0.775, 1.736, -1.859)  0.628
C (0.353, 1.097, -3.067)  -0.845
H (0.431, 5.482, -1.118)  0.265
H (0.596, 5.067, 0.642)  0.338
H (-0.898, 4.693, -0.028)  0.347
H (-0.509, 0.384, -2.924)  0.039
H (1.162, 0.615, -3.688)  0.294
H (0.000, 1.920, -3.738)  0.382
C (-5.201, -0.745, 1.645)  -0.633
O (-4.502, -0.941, 0.394)  -0.231
C (-4.526, 0.102, -0.511)  0.694
O (-5.184, 1.313, -0.373)  -0.632
O (-3.710, -0.117, -1.607)  -0.253
C (-3.555, 0.903, -2.543)  -0.608
H (-4.710, 0.039, 2.209)  0.243
H (-5.125, -1.670, 2.151)  0.161
H (-6.210, -0.469, 1.485)  0.416
H (-4.408, 0.952, -3.138)  0.408
H (-2.685, 0.727, -3.122)  0.148
H (-3.372, 1.877, -2.044)  0.279
C (4.052, -2.184, 0.431)  -1.301
C (2.566, -2.440, 0.204)  -0.080
C (1.923, -1.615, -0.996)  0.851
C (0.596, -1.938, -1.218)  -0.121
N (-0.460, -2.262, -1.462)  -0.544
H (4.643, -2.699, -0.390)  0.350
H (4.327, -2.420, 1.446)  0.419
H (4.171, -1.076, 0.389)  0.165
H (2.138, -2.085, 1.114)  0.046
H (2.435, -3.591, 0.168)  0.300
H (2.569, -1.785, -1.854)  0.611
H (1.751, -0.518, -0.828)  -0.662
C (-1.994, 1.490, 1.195)  -1.371
C (-1.336, 0.210, 0.833)  1.215
C (-0.446, -0.429, 1.896)  0.526
C (0.796, 0.400, 1.959)  -0.265
N (1.807, 0.960, 1.997)  -0.591
H (-2.579, 1.856, 0.378)  0.407
H (-1.267, 2.307, 1.420)  0.241
H (-2.558, 1.300, 2.130)  0.355
H (-0.691, 0.327, -0.040)  -1.065
H (-2.123, -0.448, 0.637)  0.364
H (-0.176, -1.458, 1.706)  -0.526
H (-0.936, -0.396, 2.855)  0.646

structure (SMILES) = C[C@H]1COC(=O)O1.C[C@H]1COC(=O)O1.COC(=O)OC.COC(=O)OC.CCCC#N.CCCC#N

no.,LUMO (Eh),HOMO (eV)
1,-0.365,-14.46
2,0.032,-9.06
3,-0.157,-12.47
4,0.010,-10.02